No. 1
{
  "formula": "C40H37BrN5O10PRhS",
  "method": "the ωB97M-V functional and the def2-TZVPD basis",
  "fmax_ha_per_bohr": 0.0142,
  "lumo_ev": [-3.406, -5.497],
  "s_squared": 6.05,
  "orbital_gap_ev": [6.896, 5.464],
  "relative_energy_kj_mol": 115.2,
  "multiplicity": 5,
  "charge": 1,
  "e_tot_ha": -5996.32049,
  "species": ["C", "C", "H", "N", "H", "H", "C", "C", "O", "Br", "H", "P", "H", "H", "O", "H", "H", "H", "H", "H", "N", "H", "C", "C", "C", "H", "H", "O", "H", "C", "C", "C", "H", "H", "H", "C", "H", "C", "C", "C", "H", "O", "C", "C", "H", "C", "C", "N", "S", "N", "C", "Rh", "H", "H", "C", "C", "O", "H", "C", "H", "C", "C", "C", "C", "C", "C", "H", "O", "N", "C", "O", "C", "H", "O", "H", "H", "H", "H", "C", "C", "O", "H", "C", "C", "C", "H", "C", "C", "C", "H", "C", "H", "H", "C", "H", "O"],
  "positions_angstrom": [[-1.65468, -2.47527, -1.45340], [-3.54545, -0.99099, -2.23450], [-0.68240, 0.13261, 8.00344], [-1.90066, -3.60337, -2.20855], [-2.94400, 1.15214, -0.32450], [-4.51204, -1.78340, 1.60995], [0.10948, 0.40339, 7.32008], [1.18918, 2.15513, -1.23175], [-2.96590, -3.67389, -2.83229], [1.54670, 1.08118, 9.66814], [-3.30207, -2.05437, -4.11383], [1.93097, 1.40966, 0.21890], [-1.24018, 1.57713, -0.10491], [-0.97896, -5.13066, 0.57092], [-1.03133, -4.47548, -2.19056], [5.50449, -1.91968, 0.79867], [-0.98265, -1.51371, -6.49174], [3.14455, 5.40238, 4.03679], [3.41538, -0.80226, 1.42940], [4.96053, 4.36726, 2.72154], [-2.27885, -1.27652, -1.58788], [-0.99370, -0.09883, 5.55099], [2.32490, 2.70827, 1.40511], [0.90796, 1.39460, -2.39706], [-1.57182, -0.37264, -0.83730], [-3.85133, 0.00181, -1.91743], [0.11140, 1.47883, -4.38864], [0.65042, -2.01616, 2.16414], [6.77871, -1.15686, -1.17698], [2.18921, 1.08069, 5.59204], [2.91389, 4.64798, 3.29646], [0.97888, 0.60800, 5.09293], [1.55662, -0.47200, -1.75722], [-4.41213, -0.65723, -4.14093], [-1.94272, 1.51706, -1.74335], [3.93415, 4.06695, 2.55989], [-1.75294, 0.93751, -6.38554], [-0.06150, 0.27357, 5.95340], [-2.37348, 0.08997, -6.08885], [5.13663, -1.09930, 0.19768], [-3.36153, -5.70070, 0.29434], [-0.21624, -3.90249, 2.93612], [5.85163, -0.66744, -0.91014], [-0.03154, 3.37910, -3.41887], [1.05982, 4.09813, -0.31279], [-1.74473, -4.38500, 0.72619], [-3.70727, -2.44107, 1.31309], [-0.58518, -0.91239, -0.20671], [-2.16695, 0.02242, -4.32513], [1.20806, 0.06350, -2.53120], [3.64477, 3.09119, 1.61505], [0.65705, -0.22565, 1.26843], [-2.67999, -2.00506, -6.57561], [-3.41440, 0.36912, -6.25879], [-0.67216, -2.36495, -0.34473], [2.35708, 1.23197, 6.95591], [-5.74897, -5.12965, 0.27805], [0.26912, 2.98409, 2.00395], [1.29843, 3.29373, 2.14749], [3.28583, 1.60705, 7.36121], [3.46994, 0.58201, -0.23308], [1.59431, 4.26138, 3.09073], [-0.20813, -3.01107, 2.12776], [0.31001, 2.05031, -3.48755], [-3.47330, -1.04306, -3.74281], [-2.41559, -2.10011, 1.48334], [-1.98294, -1.03580, -7.86841], [-0.32654, 0.53968, 3.07960], [-5.40076, -3.97534, 0.40854], [-3.05139, -4.70496, 0.57764], [-6.09565, -2.99729, 0.15922], [-1.97983, -1.19856, -6.79198], [4.44647, 2.62886, 1.05410], [-2.41687, 1.33764, -3.77813], [3.82261, 1.83256, -1.95191], [0.28709, -2.83683, -0.55363], [0.70027, -0.45862, -3.22963], [-0.50143, 3.84776, -4.27327], [0.83485, 3.51632, -1.19583], [-4.02741, -3.71082, 0.77018], [-0.90329, -0.61154, -4.01180], [-0.03248, 5.17485, -2.22075], [-1.94438, 1.05667, -0.75192], [4.19295, 1.01492, -1.34612], [3.94729, -0.47644, 0.54385], [0.79857, 4.70994, 3.66998], [1.31532, 0.88753, 7.80741], [-1.28868, -2.98198, 1.00983], [0.80607, 0.44814, 3.64577], [2.99098, 1.33123, 4.90944], [0.22597, 4.12693, -2.26671], [-2.15633, -1.16450, 1.96619], [5.94444, 0.72863, -2.53890], [5.38377, 0.39133, -1.67783], [-4.28679, -1.70337, -1.87188], [1.81283, 0.22423, 2.88946]],
  "lowdin_charge": [-0.08, -0.12, 0.11, -0.32, 0.11, 0.13, -0.10, -0.30, 0.05, 0.78, 0.09, 1.04, 0.07, 0.14, 0.09, 0.12, 0.08, 0.11, 0.09, 0.11, 0.08, 0.13, -0.35, -0.32, -0.30, 0.13, 0.10, -0.14, 0.11, 0.00, -0.06, -0.14, 0.07, 0.13, 0.08, -0.05, 0.11, 0.01, -0.28, -0.05, 0.14, 0.15, -0.05, -0.05, 0.10, 0.03, 0.01, -0.02, 0.69, 0.15, -0.05, 1.17, 0.08, 0.11, -0.12, -0.10, 0.10, 0.11, -0.11, 0.11, -0.37, -0.05, -0.54, -0.05, -0.19, 0.01, 0.09, -0.04, -0.36, 0.02, 0.06, -0.10, 0.11, -0.31, 0.12, 0.17, 0.06, 0.12, -0.09, -0.11, -0.33, 0.11, 0.04, -0.08, -0.08, 0.12, -0.68, -0.25, -0.56, 0.12, -0.07, 0.12, 0.11, -0.05, 0.14, -0.13]
}

No. 2
{
  "formula": "C35H28AuCl2IN4OS",
  "method": "the ωB97M-V functional and the def2-TZVPD basis",
  "fmax_ha_per_bohr": 0.0133,
  "lumo_ev": [-2.134, -2.134],
  "orbital_gap_ev": [4.770, 4.771],
  "relative_energy_kj_mol": 0.0,
  "charge": 0,
  "e_tot_ha": -3396.64957,
  "species": ["C", "C", "C", "S", "H", "C", "C", "H", "C", "C", "C", "C", "H", "C", "C", "N", "C", "H", "C", "H", "H", "H", "H", "C", "C", "C", "H", "C", "H", "N", "Cl", "H", "C", "H", "Au", "C", "H", "H", "C", "C", "H", "H", "C", "C", "H", "C", "C", "C", "C", "H", "C", "C", "C", "C", "C", "C", "H", "H", "C", "H", "N", "H", "H", "N", "Cl", "H", "O", "H", "H", "H", "C", "I", "H"],
  "positions_angstrom": [[-0.79181, 1.94457, 2.75966], [0.21456, 2.72049, 3.47058], [-0.03363, 0.78722, -1.07838], [-4.14299, 1.30068, -0.69858], [5.10784, 0.08600, -1.41484], [2.86767, 1.85134, 0.98453], [-6.57389, -0.84264, -3.23475], [5.20609, 3.96189, 2.21216], [4.42210, 2.52029, -0.74249], [3.56267, 2.62099, 1.89962], [-2.31858, -0.64569, 2.10132], [-0.08637, -1.54372, 2.31249], [-8.71816, -0.85180, -3.28043], [-6.79277, 0.91531, -1.13641], [-7.83108, -0.46195, -2.80089], [0.48478, 0.58100, 4.10654], [-2.69532, -1.78172, 1.39993], [4.83852, -1.71581, -5.27836], [-0.48527, -2.68492, 1.63243], [-3.70939, -1.85396, 1.02826], [1.98562, 1.29865, 1.28416], [-6.44667, -1.53263, -4.05693], [-2.09119, -3.68920, 0.62729], [-1.01017, -0.53283, 2.55708], [4.67363, 3.34941, 1.49592], [2.46187, -0.05705, -3.54582], [4.73861, 2.50261, -1.77661], [3.05237, -0.76133, -4.57663], [-3.02269, 0.15474, 2.27534], [-0.63600, 0.63530, 3.26650], [-7.02523, 2.02314, 0.18464], [2.82804, 1.54984, 5.15692], [5.09567, 3.30863, 0.17427], [1.42636, 0.25058, -3.61056], [-1.97001, 0.59842, -0.94644], [1.96215, 2.20371, 5.27309], [0.94285, -1.83804, -1.39764], [-0.00235, -1.25607, 4.95468], [-5.48730, 0.56215, -1.53166], [3.30544, 1.78105, -0.34151], [1.58858, 2.08856, 6.29220], [2.28333, 3.23682, 5.15503], [4.53907, -0.12802, -2.30927], [1.20107, 0.88410, -1.17787], [5.94695, 3.89533, -0.14363], [-7.93429, 0.42643, -1.74479], [2.54224, 0.98984, -1.30837], [-1.78789, -2.80690, 1.17532], [4.38072, -1.15466, -4.47397], [-0.42110, 0.13835, 5.97302], [0.49383, -3.50434, -2.83505], [0.24383, -2.40690, -1.98834], [-5.44793, -0.32992, -2.61361], [3.20393, 0.27856, -2.40463], [0.31998, -0.26948, 5.27841], [-0.73635, -3.85870, -3.33558], [0.93513, -1.43113, 2.65252], [2.47759, -1.01368, -5.45731], [0.90400, 1.88711, 4.27402], [0.37092, 3.77780, 3.34300], [-1.61596, -3.00120, -2.78342], [6.14744, -1.17226, -3.25763], [1.28196, -0.37020, 5.77562], [-1.04399, -2.11108, -1.96524], [-3.91641, -0.87093, -3.23863], [-1.04002, -4.63635, -4.01437], [-1.59510, 2.25927, 1.90937], [3.22493, 2.65869, 2.92570], [-8.89820, 0.75143, -1.37972], [0.23133, -3.47542, 1.44721], [5.11950, -0.84571, -3.34089], [2.30714, -4.40166, -3.21165], [-2.61215, -2.94243, -2.92596]],
  "lowdin_charge": [-0.43, 0.06, -0.12, 0.47, 0.12, 0.01, -0.14, 0.11, -0.03, -0.05, -0.05, -0.04, 0.10, -0.69, -0.10, -0.09, -0.10, 0.11, -0.09, 0.11, 0.11, 0.10, 0.10, -0.21, -0.06, -0.01, 0.12, -0.08, 0.11, 0.04, 0.64, 0.09, -0.06, 0.12, 0.57, -0.03, 0.09, 0.08, -0.71, -0.17, 0.09, 0.08, -0.02, -0.11, 0.11, -0.13, -0.09, -0.11, -0.09, 0.10, -0.78, -0.23, -0.66, -0.17, -0.02, -0.16, 0.11, 0.11, -0.30, 0.12, -0.04, 0.11, 0.09, 0.02, 0.66, 0.11, 0.03, 0.08, 0.10, 0.10, -0.07, 0.86, 0.08]
}